Run P
Molecular formula: C5H11P
Method: DFT, ωB97M-V with the def2-TZVPD basis set

Cartesian coordinates (Å):
C 1.58 1.93 0.00
C 1.13 -1.26 1.22
C 1.30 0.83 -0.61
C -2.34 1.09 1.00
C 0.06 -1.82 -1.09
P 0.24 -0.46 0.03
H 2.30 2.65 -0.31
H 0.99 2.29 0.82
H 0.82 -2.21 1.48
H 1.53 -0.71 2.10
H 1.90 0.72 -1.57
H -2.61 0.74 1.97
H -1.57 1.79 1.02
H -3.08 1.24 0.23
H 0.98 -2.40 -1.50
H -0.58 -2.53 -0.54
H -0.50 -1.73 -2.04

**HOMO-LUMO gap (alpha / beta)**: 7.9 / 7.6 eV
**E_HOMO (alpha / beta)**: -7.89 / -7.12 eV
**Net charge**: 0
**2S+1**: 1


Run Q
Molecular formula: C5H11P
Method: DFT, ωB97M-V with the def2-TZVPD basis set

Cartesian coordinates (Å):
C 1.32 -1.04 0.02
C 0.25 -1.95 -0.45
C -0.04 -0.54 -0.22
C -0.55 0.65 -1.80
C -0.56 1.33 1.84
P -1.23 -0.15 1.10
H 1.62 -1.08 1.00
H 2.05 -0.85 -0.75
H 0.29 -2.41 -1.48
H -0.04 -2.63 0.31
H -1.52 0.32 -1.90
H 0.00 0.24 -2.70
H -0.41 1.63 -1.49
H -0.37 1.92 0.93
H 0.41 1.21 2.43
H -1.34 1.82 2.35
H -0.71 -1.25 1.97

**HOMO-LUMO gap**: 9.6 eV
**E_HOMO**: -8.62 eV
**Net charge**: 0
**2S+1**: 1


Most stable to least stable: run Q, run P


Run P
Molecular formula: C4H4N2O3
Method: DFT, ωB97M-V with the def2-TZVPD basis set

Cartesian coordinates (Å):
C 0.17 -0.79 -0.38
C 1.97 0.63 0.55
C 1.18 -1.55 -0.33
C -1.83 0.15 0.50
N 1.36 1.01 -0.42
N -0.94 -0.22 -0.62
O 2.82 0.18 1.19
O 2.14 -2.19 -0.11
O 0.33 1.69 -0.72
H -1.91 1.23 0.30
H -2.83 -0.19 0.25
H -1.15 -0.07 1.35
H -1.30 0.13 -1.54

**HOMO-LUMO gap (alpha / beta)**: 7.7 / 7.7 eV
**E_HOMO (alpha / beta)**: -8.79 / -8.79 eV
**Net charge**: 0
**2S+1**: 1


Run Q
Molecular formula: C4H4N2O3
Method: DFT, ωB97M-V with the def2-TZVPD basis set

Cartesian coordinates (Å):
O -1.95 -1.65 -0.13
C -1.28 -0.67 -0.05
C -1.88 0.78 0.16
N -0.67 1.63 0.15
C 0.47 0.92 -0.10
O 1.58 1.50 -0.22
C 0.18 -0.49 -0.16
N 1.04 -1.43 0.10
O 2.34 -1.01 0.18
H -2.40 0.99 1.11
H -2.53 0.98 -0.74
H -0.58 2.59 0.15
H 2.29 0.03 0.08

**HOMO-LUMO gap**: 9.4 eV
**E_HOMO**: -10.39 eV
**Structure (SMILES)**: O=C1CNC(=O)/C1=N\O
**Net charge**: 0
**2S+1**: 1


Most stable to least stable: run Q, run P


Run P
Molecular formula: C6H14N3
Method: DFT, ωB97M-V with the def2-TZVPD basis set

Cartesian coordinates (Å):
C -0.49 1.15 -0.34
C -0.72 0.01 0.55
C 1.43 -0.32 0.26
C -3.74 -0.83 -0.19
C 1.75 -1.32 -0.88
C 2.55 0.01 1.22
N -3.07 0.25 0.37
N 0.28 -0.70 0.89
N 1.02 1.21 -0.39
H -0.79 0.76 -1.36
H -0.93 2.09 -0.04
H -3.78 -1.72 0.39
H -3.24 -0.80 -1.12
H -4.63 -0.35 -0.22
H 2.86 -1.56 -1.11
H 1.15 -1.06 -1.74
H 1.51 -2.32 -0.63
H 2.50 -0.77 2.03
H 2.57 0.99 1.66
H 3.47 -0.13 0.64
H -3.16 0.34 1.40
H 1.62 1.49 -1.28
H 1.18 1.92 0.47

**HOMO-LUMO gap (alpha / beta)**: 9.6 / 8.7 eV
**E_HOMO (alpha / beta)**: -13.18 / -13.13 eV
**Net charge**: +1
**2S+1**: 1


Run Q
Molecular formula: C6H14N3
Method: DFT, ωB97M-V with the def2-TZVPD basis set

Cartesian coordinates (Å):
C 1.56 -1.27 -1.30
C 0.31 -2.01 -1.87
C -1.03 -1.67 -1.24
N -0.85 -1.04 -0.18
N -0.51 -0.75 0.89
C -0.36 0.66 1.47
C 1.07 0.55 2.09
N -0.46 1.75 0.63
C -1.79 2.41 0.40
H 1.47 -0.19 -1.42
H 2.46 -1.70 -1.62
H 1.67 -1.40 -0.25
H 0.43 -3.09 -1.86
H 0.05 -1.80 -2.94
H -1.98 -1.84 -1.70
H -1.30 0.73 2.10
H 1.36 1.51 2.43
H 1.68 0.34 1.21
H 1.25 -0.20 2.93
H 0.31 2.03 0.08
H -2.46 1.65 0.20
H -2.28 2.94 1.25
H -1.86 3.06 -0.50

**HOMO-LUMO gap**: 8.5 eV
**E_HOMO**: -13.10 eV
**Structure (SMILES)**: CCC=[N+]=N[C@@H](C)NC
**Net charge**: +1
**2S+1**: 1


Most stable to least stable: run Q, run P


Run P
Molecular formula: CH3NOS
Method: DFT, ωB97M-V with the def2-TZVPD basis set

Cartesian coordinates (Å):
C -1.80 -0.21 0.28
N 1.32 0.59 -0.89
O -2.69 -0.86 -0.15
S 2.21 -0.30 -0.12
H -1.70 0.17 1.27
H -1.04 0.19 -0.28
H 3.69 0.42 -0.10

**HOMO-LUMO gap**: 8.1 eV
**E_HOMO**: -9.52 eV
**Net charge**: 0
**2S+1**: 1


Run Q
Molecular formula: CH3NOS
Method: DFT, ωB97M-V with the def2-TZVPD basis set

Cartesian coordinates (Å):
C 1.25 0.00 -0.04
N -0.57 -0.49 0.37
O -2.98 -0.23 0.01
S -1.68 0.42 -0.05
H 0.91 0.98 -0.27
H 1.33 -0.52 -0.98
H 1.75 -0.17 0.96

**HOMO-LUMO gap**: 9.9 eV
**E_HOMO**: -10.07 eV
**Net charge**: 0
**2S+1**: 1


Most stable to least stable: run Q, run P


Run P
Molecular formula: C21H17BaCl3GeN7OS2Se
Method: DFT, ωB97M-V with the def2-TZVPD basis set

Cartesian coordinates (Å):
Ba 0.26 0.52 -0.27
S 7.14 -4.24 0.20
N 6.97 -2.64 0.12
C 5.68 -2.38 0.02
C 5.08 -1.08 -0.09
C 5.85 0.08 -0.11
C 5.20 1.29 -0.21
C 3.81 1.30 -0.28
N 3.07 0.20 -0.25
C 3.68 -0.99 -0.17
C 2.85 -2.20 -0.17
N 1.51 -2.07 -0.28
C 0.78 -3.17 -0.31
C 1.29 -4.46 -0.23
C 2.65 -4.62 -0.11
C 3.45 -3.47 -0.08
C 4.88 -3.55 0.02
N 5.59 -4.66 0.13
H 6.93 0.01 -0.05
H 5.75 2.23 -0.24
H 3.29 2.24 -0.35
H -0.29 -3.03 -0.41
H 0.62 -5.31 -0.26
H 3.12 -5.59 -0.04
Se -2.74 -1.30 -2.92
N -3.91 -2.09 -1.88
C -3.53 -1.95 -0.62
C -4.19 -2.48 0.52
C -3.61 -2.24 1.73
C -2.41 -1.48 1.81
N -1.77 -0.96 0.79
C -2.32 -1.20 -0.44
N -1.74 -0.77 -1.54
H -5.10 -3.04 0.39
H -4.04 -2.61 2.65
H -1.97 -1.31 2.79
O -1.76 2.21 -0.15
S -3.12 2.32 -0.83
C -4.31 2.45 0.55
C -4.88 3.86 0.55
C -3.81 4.77 -0.03
C -3.32 4.06 -1.28
H -3.71 2.24 1.43
H -5.06 1.66 0.44
H -5.18 4.15 1.56
H -5.78 3.90 -0.08
H -2.98 4.90 0.69
H -4.19 5.77 -0.26
H -2.39 4.41 -1.71
H -4.08 4.07 -2.06
Cl 0.87 3.39 -1.56
Ge 0.05 4.14 0.34
Cl 0.98 6.02 0.74
Cl 0.84 2.71 1.82

**HOMO-LUMO gap (alpha / beta)**: 6.7 / 5.6 eV
**E_HOMO (alpha / beta)**: -13.60 / -13.60 eV
**Net charge**: +2
**2S+1**: 2


Run Q
Molecular formula: C21H17BaCl3GeN7OS2Se
Method: DFT, ωB97M-V with the def2-TZVPD basis set

Cartesian coordinates (Å):
Ba 0.75 -0.19 -0.62
S -4.58 5.70 1.77
N -3.47 5.71 0.60
C -2.88 4.53 0.61
C -1.83 4.11 -0.29
C -1.28 4.93 -1.28
C -0.28 4.43 -2.07
C 0.16 3.13 -1.87
N -0.35 2.33 -0.93
C -1.33 2.81 -0.14
C -1.84 1.91 0.91
N -1.27 0.70 1.02
C -1.71 -0.13 1.96
C -2.73 0.19 2.85
C -3.31 1.43 2.75
C -2.87 2.32 1.78
C -3.39 3.66 1.61
N -4.35 4.21 2.34
H -1.66 5.93 -1.40
H 0.17 5.03 -2.85
H 0.95 2.72 -2.49
H -1.21 -1.10 2.03
H -3.05 -0.53 3.59
H -4.10 1.74 3.43
Se -0.62 -4.50 -1.27
N -1.53 -4.56 -2.78
C -1.52 -3.34 -3.29
C -2.14 -2.95 -4.51
C -2.03 -1.64 -4.87
C -1.31 -0.73 -4.04
N -0.72 -1.04 -2.91
C -0.82 -2.35 -2.53
N -0.27 -2.76 -1.40
H -2.68 -3.67 -5.11
H -2.48 -1.27 -5.78
H -1.24 0.31 -4.35
O 2.76 -1.21 0.50
S 4.09 -1.85 0.90
C 3.85 -2.38 2.63
C 3.78 -3.90 2.67
C 3.21 -4.34 1.32
C 4.00 -3.56 0.29
H 2.91 -1.90 2.92
H 4.65 -1.95 3.24
H 3.17 -4.24 3.51
H 4.77 -4.33 2.80
H 2.15 -4.08 1.26
H 3.30 -5.42 1.16
H 3.59 -3.52 -0.72
H 5.03 -3.91 0.23
Cl 3.74 1.42 3.29
Ge 2.53 2.03 1.64
Cl 3.72 2.16 -0.15
Cl 1.59 3.90 2.02

**HOMO-LUMO gap (alpha / beta)**: 7.3 / 6.3 eV
**E_HOMO (alpha / beta)**: -13.92 / -13.93 eV
**Net charge**: +2
**2S+1**: 2


Most stable to least stable: run P, run Q


Run P
Molecular formula: C4H3FO2
Method: DFT, ωB97M-V with the def2-TZVPD basis set

Cartesian coordinates (Å):
F -0.76 3.90 -0.37
O -1.50 2.60 -0.32
C -0.70 1.60 -0.16
C 0.29 1.01 -0.96
C 0.89 0.06 -0.05
C 0.34 0.37 1.13
O -0.62 1.25 1.08
H 0.51 1.05 -2.02
H 1.71 -0.50 -0.35
H 0.62 -0.10 2.15

**HOMO-LUMO gap (alpha / beta)**: 8.9 / 8.9 eV
**E_HOMO (alpha / beta)**: -9.47 / -9.47 eV
**Structure (SMILES)**: FOc1ccco1
**Net charge**: 0
**2S+1**: 1


Run Q
Molecular formula: C4H3FO2
Method: DFT, ωB97M-V with the def2-TZVPD basis set

Cartesian coordinates (Å):
C -1.52 0.11 -0.02
C -0.06 0.56 0.12
O 0.28 1.70 0.24
C 1.02 -0.61 0.07
F 0.44 -1.84 -0.16
C 2.26 -0.24 -0.20
O 3.20 0.43 -0.16
H -1.56 -0.87 -0.40
H -2.06 -0.15 1.00
H -1.99 0.92 -0.49

**HOMO-LUMO gap**: 9.1 eV
**E_HOMO**: -9.64 eV
**Structure (SMILES)**: CC(=O)C(F)=C=O
**Net charge**: 0
**2S+1**: 1


Most stable to least stable: run Q, run P


Run P
Molecular formula: C5H10OS
Method: DFT, ωB97M-V with the def2-TZVPD basis set

Cartesian coordinates (Å):
C -1.93 1.12 -1.33
C 2.43 -1.21 -0.22
C -1.77 0.74 -0.09
C -1.74 0.26 1.13
C 2.13 0.46 1.65
O 1.18 1.35 -0.76
S 1.25 -0.11 0.10
H -2.88 1.71 -1.47
H -1.23 0.90 -2.12
H 3.37 -0.85 -0.23
H 2.27 -1.89 -0.99
H 0.33 1.51 -0.69
H -2.49 -0.63 1.22
H -1.16 0.57 2.01
H 1.90 1.45 1.80
H 1.98 -0.15 2.53
H 3.15 0.40 1.42

**HOMO-LUMO gap**: 9.0 eV
**E_HOMO**: -8.22 eV
**Net charge**: 0
**2S+1**: 1


Run Q
Molecular formula: C5H10OS
Method: DFT, ωB97M-V with the def2-TZVPD basis set

Cartesian coordinates (Å):
C -0.49 0.22 -1.13
C 3.01 0.93 -0.31
C -1.35 -0.43 -0.33
C -1.75 0.27 0.94
C -1.96 -1.75 -0.64
O 4.48 -1.00 -0.06
S 3.91 0.07 0.74
H -0.13 1.13 -0.83
H -0.22 0.03 -2.21
H 2.75 1.89 0.11
H 2.88 0.64 -1.34
H -1.01 -0.12 1.74
H -2.73 0.04 1.25
H -1.51 1.31 0.96
H -1.55 -2.50 0.05
H -1.61 -1.93 -1.64
H -3.05 -1.71 -0.50

**HOMO-LUMO gap**: 8.9 eV
**E_HOMO**: -9.12 eV
**Net charge**: 0
**2S+1**: 1


Run R
Molecular formula: C5H10OS
Method: DFT, ωB97M-V with the def2-TZVPD basis set

Cartesian coordinates (Å):
C -2.43 1.48 -0.20
S -0.84 2.11 0.45
C -0.14 0.54 1.15
C 0.09 -0.63 0.20
C 1.47 -0.49 -0.47
C 2.26 -1.73 -0.71
O 2.94 -1.95 -1.67
H -2.50 0.52 0.32
H -3.24 2.19 -0.07
H -2.36 1.35 -1.29
H -0.84 0.22 1.92
H 0.76 0.93 1.66
H -0.65 -0.87 -0.56
H 0.00 -1.55 0.80
H 1.26 -0.04 -1.46
H 2.07 0.39 -0.20
H 2.16 -2.47 0.12

**HOMO-LUMO gap**: 9.6 eV
**E_HOMO**: -8.72 eV
**Structure (SMILES)**: CSCCCC=O
**Net charge**: 0
**2S+1**: 1


Most stable to least stable: run R, run Q, run P


Run P
Molecular formula: C4H9NO2
Method: DFT, ωB97M-V with the def2-TZVPD basis set

Cartesian coordinates (Å):
C 1.42 0.02 -1.54
N 1.31 -1.33 -1.52
C -0.64 -0.68 1.13
C -0.66 0.81 0.87
C 0.33 1.66 1.30
O -2.98 -0.85 0.46
O 2.02 0.74 -0.71
H 0.65 0.54 -2.19
H 0.99 -1.60 -2.46
H -1.75 -0.98 1.08
H -0.21 -1.16 0.19
H -0.23 -0.94 2.13
H -1.45 1.26 0.25
H 0.00 2.69 1.41
H 1.34 1.27 1.40
H -3.51 -1.64 0.30

**HOMO-LUMO gap (alpha / beta)**: 5.3 / 5.1 eV
**E_HOMO (alpha / beta)**: -14.62 / -14.48 eV
**Net charge**: +1
**2S+1**: 2


Run Q
Molecular formula: C4H9NO2
Method: DFT, ωB97M-V with the def2-TZVPD basis set

Cartesian coordinates (Å):
C 0.73 0.31 -1.27
C 0.24 0.77 0.03
C 1.42 0.98 1.05
N -0.98 -0.11 0.66
C -0.94 -1.55 0.69
O -2.55 -1.65 -0.12
O -0.22 -2.24 -0.01
H 1.18 -0.62 -1.21
H -0.01 0.35 -2.06
H 1.45 1.05 -1.74
H -0.36 1.73 -0.18
H 2.17 0.17 1.20
H 1.93 1.89 1.02
H 1.06 0.90 2.08
H -1.60 -0.02 -0.20
H -3.51 -1.97 0.08

**HOMO-LUMO gap (alpha / beta)**: 8.9 / 5.9 eV
**E_HOMO (alpha / beta)**: -16.33 / -15.76 eV
**Net charge**: +1
**2S+1**: 2


Most stable to least stable: run Q, run P


Run P
Molecular formula: C7H12N3O2
Method: DFT, ωB97M-V with the def2-TZVPD basis set

Cartesian coordinates (Å):
H -2.03 2.31 0.67
N -1.67 1.61 0.09
C -0.47 1.41 -0.12
C 0.66 2.19 0.51
C -0.04 0.18 -0.96
C 0.47 -0.99 -0.25
N 1.99 -1.04 -0.21
C -0.16 -2.06 0.24
C -1.58 -2.30 0.25
C -2.46 -1.37 0.20
N -3.34 -0.47 0.14
O -3.90 0.13 1.05
O -3.59 0.02 -1.18
H 0.73 3.06 -0.15
H 1.62 1.67 0.43
H 0.41 2.74 1.44
H 0.62 0.59 -1.70
H -0.88 -0.14 -1.49
H 2.56 -1.28 -1.08
H 2.08 -1.89 0.50
H 2.56 -0.20 -0.08
H 0.33 -2.80 0.77
H -1.86 -3.29 0.23
H -3.24 0.89 -1.28

**HOMO-LUMO gap**: 8.1 eV
**E_HOMO**: -12.09 eV
**Structure (SMILES)**: [H]/N=C(\C)C/C([NH3+])=C\C=C=[N+]([O-])O
**Net charge**: +1
**2S+1**: 1


Run Q
Molecular formula: C7H12N3O2
Method: DFT, ωB97M-V with the def2-TZVPD basis set

Cartesian coordinates (Å):
O -1.44 2.53 0.02
C -1.20 1.17 -0.10
C 0.03 0.67 -0.09
C 1.16 1.65 0.15
N 2.42 0.98 -0.33
C 2.69 -0.23 0.18
C 1.66 -1.24 -0.25
N 0.23 -0.73 -0.12
C -0.77 -1.60 -0.07
N -2.11 -1.59 0.04
C -3.04 -0.44 0.17
O -2.44 0.64 -0.51
H -2.33 2.70 -0.44
H 1.14 2.49 -0.52
H 1.09 2.04 1.21
H 3.21 1.60 -0.49
H 2.70 -0.33 1.33
H 3.59 -0.68 -0.02
H 1.78 -1.55 -1.26
H 1.85 -2.08 0.41
H -0.54 -2.72 -0.35
H -2.60 -2.46 0.18
H -3.90 -0.69 -0.31
H -3.17 -0.13 1.20

**HOMO-LUMO gap**: 8.8 eV
**E_HOMO**: -12.26 eV
**Structure (SMILES)**: OC1=C2CNCCN2C=[NH+]CO1
**Net charge**: +1
**2S+1**: 1


Most stable to least stable: run Q, run P